An isolated ion of composition C5H13IN and charge +1 in a non-equilibrium geometry. Source: the Open Molecules 2025 dataset; level of theory: ωB97M-V/def2-TZVPD.

Geometry as ORCA input:
```
! RIJCOSX wB97M-V def2-TZVPD def2/J DEFGRID3
* xyz 1 1
C 0.553 -1.979 0.123
C 0.876 -0.571 0.538
I 2.910 0.088 -0.002
N -0.131 0.324 -0.002
C 0.018 1.700 0.635
C -1.519 -0.209 0.276
C -0.022 0.586 -1.497
H 0.340 -2.043 -0.918
H -0.261 -2.308 0.790
H 1.549 -2.468 0.374
H 0.867 -0.444 1.701
H 1.166 2.057 0.430
H -0.691 2.470 0.287
H -0.088 1.685 1.687
H -1.423 -0.673 1.285
H -2.185 0.645 0.250
H -1.886 -0.926 -0.384
H -0.568 -0.133 -2.097
H -0.492 1.657 -1.728
H 0.987 0.539 -1.750
*
```

Results
Energy   -550.4502 Eh
Energy above the lowest of the compared OMol25 structures with the same formula, charge and spin   34.7 kcal per mole
Orbital gap   10.11 eV
Highest occupied orbital energy   -13.7 eV

=====

C5H13KO2 as an isolated structure in a non-equilibrium geometry. Source: the Open Molecules 2025 dataset; level of theory: ωB97M-V/def2-TZVPD.

Geometry as ORCA input:
```
! RIJCOSX wB97M-V def2-TZVPD def2/J DEFGRID3
* xyz 0 1
C -0.462 1.362 -2.487
O 0.111 0.907 -1.280
C 0.356 -0.504 -1.247
H -0.611 2.444 -2.398
H 0.212 1.151 -3.333
H -1.432 0.872 -2.665
H -0.609 -1.030 -1.356
H 1.015 -0.755 -2.096
C -0.762 0.750 2.834
O -0.042 0.568 1.634
C 0.178 -0.792 1.301
C 1.032 -0.901 0.051
H -0.871 1.829 2.996
H -1.758 0.289 2.762
H -0.215 0.306 3.679
H -0.795 -1.294 1.153
H 0.689 -1.285 2.145
H 1.333 -1.953 -0.048
H 1.959 -0.323 0.184
K 0.146 2.499 0.387
H 0.524 -4.140 -2.216
*
```

Results
Energy   -948.5208 Eh
Energy above the lowest of the compared OMol25 structures with the same formula, charge and spin   85.8 kcal per mole
Orbital gap (spin up / spin down)   2.04 / 2.04 eV
Highest occupied orbital energy (spin up / spin down)   -3.5 / -3.5 eV

=====

One molecule with the formula C5H13N in a non-equilibrium geometry. Source: the Open Molecules 2025 dataset; level of theory: ωB97M-V/def2-TZVPD.

Geometry as ORCA input:
```
! RIJCOSX wB97M-V def2-TZVPD def2/J DEFGRID3
* xyz 0 1
C -1.570 0.164 0.376
C -0.395 0.482 -0.591
C -0.095 2.043 -0.528
N 0.786 -0.275 -0.094
C 1.028 -1.509 -0.946
C 0.711 -0.671 1.306
H -2.487 0.646 0.061
H -1.253 0.387 1.365
H -1.731 -0.921 0.426
H -0.676 0.263 -1.624
H -0.708 2.535 0.171
H 0.952 2.059 -0.153
H -0.387 2.491 -1.472
H 2.039 -1.366 -1.315
H 1.073 -2.445 -0.484
H 0.381 -1.523 -1.724
H 1.773 -0.937 1.498
H 0.170 -1.497 1.587
H 0.389 0.073 2.142
*
```

Results
Energy   -252.9812 Eh
Energy above the lowest of the compared OMol25 structures with the same formula, charge and spin   51.4 kcal per mole
Orbital gap   9.41 eV
Highest occupied orbital energy   -8.3 eV

=====

C5H13N as an isolated structure in a non-equilibrium geometry. Source: the Open Molecules 2025 dataset; level of theory: ωB97M-V/def2-TZVPD.

Geometry as ORCA input:
```
! RIJCOSX wB97M-V def2-TZVPD def2/J DEFGRID3
* xyz 0 1
C 1.119 -0.009 1.651
C 1.014 -0.308 0.236
C 0.012 0.490 -0.569
C -0.952 -0.540 -1.131
C 0.764 1.375 -1.574
N -1.763 -0.913 1.460
H 2.097 -0.167 2.095
H 0.616 0.893 1.970
H 0.397 -0.925 1.111
H 1.816 -0.759 -0.339
H -0.548 1.138 0.112
H -1.721 -0.197 -1.821
H -0.411 -1.431 -1.480
H -1.386 -0.868 -0.002
H 1.330 0.726 -2.252
H 0.065 1.953 -2.178
H 1.467 2.070 -1.106
H -1.264 -1.703 1.871
H -2.651 -0.826 1.946
*
```

Results
Energy   -252.8001 Eh
Energy above the lowest of the compared OMol25 structures with the same formula, charge and spin   165.0 kcal per mole
Orbital gap   5.39 eV
Highest occupied orbital energy   -6.6 eV